2 unconnected molecules or ions with the total composition C3H6F2OP2, computed with ωB97M-V/def2-TZVPD.

Summary:
E_tot = -1075.35443 hartree
frontier orbital gap (spin up / spin down) = 0.3024 / 0.2906 Eh
largest force on an atom = 2.10 eV/A
HOMO energy (spin up / spin down) = -9.567 / -9.005 eV

Structure (ORCA input):
```
! RIJCOSX wB97M-V def2-TZVPD def2/J DEFGRID3
* xyz 0 1
C -0.7529 -0.1306 -0.0669
C 0.0879 -1.3227 -0.1839
C -0.0345 1.1286 0.4259
O -0.5891 -1.1070 0.9848
F -0.3027 -2.3839 -0.8951
F 0.5642 1.9501 -0.5307
P -2.4062 -0.1944 -0.9157
P 3.5084 -0.0590 -0.2959
H 0.8324 0.8653 0.9460
H -0.5715 1.8628 0.9869
H -2.7047 1.1872 -0.8111
H -3.1110 -0.4843 0.3065
H 2.4003 -0.7318 -0.8381
H 3.0795 -0.5802 0.8873
*
```


8 unconnected molecules or ions with the total composition C16H38O26S5, computed with ωB97M-V/def2-TZVPD.

Summary:
E_tot = -4579.21416 hartree
frontier orbital gap = 0.3728 Eh
largest force on an atom = 7.31 eV/A
HOMO energy = -10.292 eV

Structure (ORCA input):
```
! RIJCOSX wB97M-V def2-TZVPD def2/J DEFGRID3
* xyz 0 1
O 4.6276 -6.6516 -3.0306
S 5.4007 -5.5786 -2.5131
O 6.8056 -5.8128 -2.2800
O 5.0263 -4.2087 -3.4089
C 4.0375 -3.3768 -2.6818
C 4.3571 -3.5821 -1.2601
O 4.4929 -5.0088 -1.2722
H 3.8365 -2.3888 -3.0959
H 3.0753 -3.8249 -2.9298
H 3.6562 -3.2043 -0.5158
H 5.3363 -3.2103 -0.9585
O 7.5756 3.3881 -2.8903
S 7.1642 3.3781 -1.4956
O 7.9936 2.8262 -0.4579
O 6.5692 4.8434 -1.2162
C 5.5773 4.9596 -0.1462
C 4.9906 3.5922 -0.1004
O 5.6155 2.8307 -1.1222
H 6.2365 5.1281 0.7053
H 4.9102 5.8216 -0.1391
H 3.9214 3.7444 -0.2474
H 5.2267 3.0664 0.8247
O 0.1746 1.4030 2.6298
S -0.9197 0.4269 2.5304
O -1.1098 -0.5205 3.6209
O -2.3349 1.0691 2.0012
C -2.3931 1.1123 0.5345
C -1.7432 -0.1641 0.1904
O -0.6356 -0.4715 1.0934
H -3.4062 1.1882 0.1394
H -1.7869 1.8470 0.0046
H -1.2722 -0.1471 -0.7925
H -2.4689 -0.9388 0.4378
O -1.4066 -10.1713 6.7419
S -1.3533 -9.1109 5.7284
O -1.9778 -9.4781 4.4769
O -1.7654 -7.6181 6.2291
C -0.9259 -6.6568 5.7151
C 0.4307 -7.3163 5.7356
O 0.1963 -8.7265 5.4004
H -1.2402 -6.4442 4.6933
H -0.9666 -5.7349 6.2952
H 0.8610 -7.1314 6.7199
H 1.1176 -6.7560 5.1013
O -6.4845 0.8978 -4.8909
S -5.6553 0.2693 -5.7998
O -4.7215 1.0887 -6.6255
O -4.7617 -0.9480 -5.0354
C -5.4180 -2.3218 -5.1349
C -6.7331 -2.1455 -5.8537
O -6.3808 -0.9662 -6.6385
H -4.7701 -3.0315 -5.6494
H -5.5948 -2.6069 -4.0978
H -7.5455 -1.8612 -5.1850
H -7.0494 -2.9594 -6.5061
O -3.8741 -5.9920 -0.6614
C -2.9201 -6.9829 -0.6082
C -1.5325 -6.4121 -0.7040
O -1.0200 -6.5526 -2.0226
H -4.7404 -6.4046 -0.6926
H -2.9468 -7.5855 0.2997
H -3.1498 -7.7121 -1.3850
H -1.0428 -7.2052 -0.1389
H -1.2979 -5.3991 -0.3772
H -0.8633 -7.4718 -2.2507
O -0.3460 7.4012 6.4849
C 0.1032 8.2826 5.4723
C 1.6331 8.7284 5.3668
O 2.5139 7.6416 5.3563
H -0.1560 7.6542 7.3913
H -0.0472 7.7325 4.5434
H -0.6332 9.0834 5.4051
H 1.8287 9.2117 6.3240
H 1.7045 9.3357 4.4644
H 2.0028 6.8302 5.4015
O -1.0293 7.3130 -1.6875
C -0.6646 7.6450 -3.0758
C -1.6990 8.6272 -3.7030
O -1.6252 9.9351 -3.0831
H -1.3432 8.1039 -1.2433
H 0.2008 8.3076 -3.0815
H -0.4406 6.7634 -3.6764
H -2.7164 8.2362 -3.6952
H -1.4940 8.6806 -4.7723
H -0.7969 10.3979 -3.2290
*
```


A molecular structure, C34H45N11NaO3S, computed with ωB97M-V/def2-TZVPD.

Summary:
E_tot = -2711.23299 hartree
frontier orbital gap = 0.1997 Eh
largest force on an atom = 1.19 eV/A
HOMO energy = -3.385 eV

Structure (ORCA input):
```
! RIJCOSX wB97M-V def2-TZVPD def2/J DEFGRID3
* xyz -1 1
Na 0.8334 0.3395 0.4315
O -2.0318 2.7512 -2.6567
C -1.2524 2.4774 -3.7534
C -1.7321 2.8534 -5.0095
C -1.0030 2.6053 -6.1572
C 0.2275 1.9729 -6.0510
C 0.6973 1.6011 -4.8021
C -0.0132 1.8336 -3.6202
C 0.5799 1.3735 -2.2921
O -0.1790 1.3475 -1.2591
N 1.8402 1.0247 -2.3811
N 2.3478 0.5880 -1.1559
C 3.5774 0.2449 -1.1890
C 4.3307 -0.2240 -0.0322
C 5.6736 -0.5634 -0.2320
C 6.4912 -1.0174 0.7841
C 5.9378 -1.1392 2.0688
C 4.6232 -0.8147 2.3113
C 3.7417 -0.3375 1.2834
O 2.5271 -0.0533 1.5309
H -2.7924 3.2563 -2.9639
H -2.6979 3.3470 -5.0739
H -1.3942 2.9057 -7.1215
H 0.8168 1.7678 -6.9357
H 1.6522 1.1049 -4.6919
H 4.1095 0.3069 -2.1444
H 6.0766 -0.4619 -1.2369
H 7.5265 -1.2733 0.5967
H 6.5584 -1.4965 2.8852
H 4.1956 -0.9079 3.3042
C 1.2989 3.4696 0.9124
N -0.1450 3.6666 0.9807
C -0.6849 4.4259 -0.1333
C -0.9068 2.7820 1.6906
N -0.4116 1.6516 2.0514
C -0.7497 1.0025 3.2401
C -0.9230 1.7176 4.4311
C -1.1393 1.0939 5.6504
C -1.1479 -0.2935 5.7041
C -0.9509 -1.0174 4.5377
C -0.7775 -0.4057 3.2881
N -0.5085 -1.1574 2.1411
C -1.0078 -2.3322 1.9687
N -2.3037 -2.7155 2.3319
C -2.5135 -3.9001 3.1392
C -3.3372 -1.7087 2.4560
N -0.2882 -3.3039 1.3342
C 1.1227 -3.0326 1.0398
C -0.9487 -4.2107 0.3984
N -2.2219 3.1999 1.9191
C -2.4727 4.4974 2.5122
C -3.2372 2.1997 2.1774
H 1.7836 4.4483 0.8805
H 1.5786 2.9069 0.0185
H 1.6459 2.9166 1.7829
H -0.3974 3.9519 -1.0754
H -0.2915 5.4461 -0.1118
H -1.7693 4.4597 -0.0833
H -0.8456 2.7994 4.3879
H -1.2590 1.6862 6.5492
H -1.2719 -0.8106 6.6478
H -0.8975 -2.0993 4.5829
H -1.6131 -4.5108 3.1450
H -3.3443 -4.4995 2.7530
H -2.7495 -3.6225 4.1748
H -3.1311 -0.8927 1.7658
H -3.4154 -1.2974 3.4676
H -4.2967 -2.1592 2.1870
H 1.5179 -2.3005 1.7423
H 1.2416 -2.6342 0.0294
H 1.6822 -3.9669 1.1212
H -1.7819 -4.7377 0.8580
H -0.2142 -4.9459 0.0724
H -1.3080 -3.6759 -0.4827
H -1.6012 5.1365 2.3859
H -2.6868 4.4060 3.5856
H -3.3313 4.9825 2.0373
H -3.0043 1.2977 1.6138
H -4.1997 2.5870 1.8326
H -3.3267 1.9359 3.2366
C 1.8666 -3.4468 -5.2626
C 0.5670 -4.0310 -4.6959
C -0.0902 -3.0768 -3.7421
N 0.2934 -2.9028 -2.5277
N -0.4042 -1.9260 -1.8513
C -1.3194 -1.3663 -2.5834
N -2.1529 -0.3708 -2.1448
S -1.3835 -2.0118 -4.2056
H 2.3456 -4.1489 -5.9473
H 2.5565 -3.2228 -4.4488
H 1.6703 -2.5163 -5.7980
H 0.7799 -4.9523 -4.1528
H -0.1233 -4.2713 -5.5058
H -1.6454 0.3220 -1.5730
H -2.6875 0.0727 -2.8738
*
```


2 unconnected molecules or ions with the total composition C3H5IO2, computed with ωB97M-V/def2-TZVPD.

Summary:
E_tot = -565.32465 hartree
frontier orbital gap = 0.2610 Eh
largest force on an atom = 6.50 eV/A
HOMO energy = -7.430 eV

Structure (ORCA input):
```
! RIJCOSX wB97M-V def2-TZVPD def2/J DEFGRID3
* xyz 0 1
C -0.2144 -1.5589 0.2564
C 1.2247 0.4738 0.0425
C -0.1415 -0.1706 0.1640
O 0.0408 -2.6897 0.1567
O -2.1880 -1.7162 1.6777
I -2.4851 -3.5816 1.8148
H 0.9310 1.5524 -0.0002
H 1.8248 0.4142 1.0280
H 1.8750 0.1397 -0.7850
H -0.5561 -0.0427 -0.8026
H -0.5916 0.2139 0.9211
*
```


A molecular structure, C4H7N3S, computed with ωB97M-V/def2-TZVPD.

Summary:
E_tot = -718.98309 hartree
frontier orbital gap = 0.3207 Eh
largest force on an atom = 5.16 eV/A
HOMO energy = -8.048 eV

Structure (ORCA input):
```
! RIJCOSX wB97M-V def2-TZVPD def2/J DEFGRID3
* xyz 0 1
C 1.0416 -0.3925 -0.1900
C -0.9761 1.3719 0.0298
C -1.3160 -0.1279 -0.1247
C -0.2943 -1.0193 -0.1733
H 2.9465 0.3015 1.1862
H 4.1620 -0.5309 0.0643
H -1.6128 2.0839 -0.5532
H -1.1231 1.6735 1.1070
H -2.7511 -1.4242 -0.1587
H -3.3003 0.1192 -0.5382
H -0.3672 -2.0839 -0.0754
N 3.2360 0.0099 -0.0627
N 2.1836 -0.9559 -0.2234
N -2.6751 -0.4653 -0.0179
S 0.8463 1.4400 -0.2698
*
```


A single C4H6N2OS molecule, computed with ωB97M-V/def2-TZVPD.

Summary:
E_tot = -738.81525 hartree
frontier orbital gap = 0.3544 Eh
largest force on an atom = 4.93 eV/A
HOMO energy = -9.000 eV

Structure (ORCA input):
```
! RIJCOSX wB97M-V def2-TZVPD def2/J DEFGRID3
* xyz 0 1
O -0.3070 1.6283 -0.2582
C 0.9589 0.9426 -0.2299
C 1.0923 -0.3266 -0.8988
N -0.2293 -0.6102 -1.5064
C -1.0316 -0.7264 -0.5780
N -0.5162 -0.7695 0.6936
S -1.5525 0.1571 1.7962
C 0.8285 -0.3491 0.6262
H -0.8865 1.1897 -1.0809
H 1.8816 1.4541 -0.3238
H 2.0008 -0.5110 -1.7780
H -2.1027 -0.5945 -0.6391
H -1.6502 -0.9068 2.7208
H 1.5139 -0.5777 1.4564
*
```


16 unconnected molecules or ions with the total composition C23H78N4O16, computed with ωB97M-V/def2-TZVPD.

Summary:
E_tot = -2345.57947 hartree
frontier orbital gap = 0.3263 Eh
largest force on an atom = 8.22 eV/A
HOMO energy = -9.226 eV

Structure (ORCA input):
```
! RIJCOSX wB97M-V def2-TZVPD def2/J DEFGRID3
* xyz 0 1
C 2.0514 4.6768 -1.7985
C 2.6924 3.9622 -0.6429
O 1.8660 2.8025 -0.6066
H 2.0455 4.1592 -2.7473
H 2.6032 5.6251 -2.1470
H 1.0516 4.9980 -1.7582
H 2.7672 4.6726 0.1415
H 3.6581 3.5158 -0.8704
H 1.0387 3.1962 -0.3414
C 0.6745 0.0834 0.9152
C -0.0748 0.1723 -0.3914
O -0.6941 -1.0907 -0.5725
H 1.4768 -0.6669 0.9047
H 0.0523 -0.0383 1.8197
H 1.2634 0.9334 1.0629
H 0.6886 0.3650 -1.2180
H -0.8143 0.9398 -0.5185
H -1.1124 -1.0140 -1.4452
C -3.9526 -0.9585 2.8600
C -3.1629 -0.6354 1.5328
O -2.7473 -1.8568 0.9985
H -3.2188 -1.3139 3.5979
H -4.7059 -1.7224 2.7669
H -4.2968 0.0080 3.3118
H -2.2820 0.0417 1.6041
H -3.8020 -0.0424 0.8862
H -2.0460 -1.6712 0.3318
C 5.5735 0.4453 -0.0906
C 4.1251 0.6970 -0.2940
O 3.7857 1.2198 -1.5232
H 6.0281 -0.4764 -0.4189
H 5.7177 0.4250 0.9122
H 6.1912 1.2080 -0.3607
H 3.7425 1.4732 0.4342
H 3.4875 -0.1315 -0.1424
H 3.0253 1.8345 -1.3921
C -0.3899 -2.8374 3.1253
C -0.8181 -4.1797 2.6015
O 0.3527 -4.7581 2.1298
H 0.0462 -3.0146 4.1432
H -1.3762 -2.3705 3.2019
H 0.2373 -2.2201 2.4323
H -1.5078 -4.0603 1.7296
H -1.2577 -4.9231 3.2521
H 0.1903 -5.5068 1.6120
C -1.8237 -4.5300 -1.1931
C -0.3081 -4.4790 -0.9852
O 0.1290 -5.7715 -0.6677
H -2.0929 -5.4452 -1.8361
H -2.0959 -3.6034 -1.6019
H -2.3669 -4.5138 -0.2381
H -0.0019 -3.6330 -0.3473
H 0.1814 -3.9631 -1.8157
H -0.0758 -6.2982 -1.4675
C -1.5763 0.4844 4.7404
C -1.6835 1.1468 6.1043
O -0.7302 0.7323 7.0904
H -2.5150 0.7870 4.3158
H -1.5144 -0.5512 4.9107
H -0.6209 0.5776 4.2167
H -2.6961 1.0819 6.5089
H -1.6299 2.2416 6.0400
H -0.0013 1.3420 7.1581
C -0.6419 3.2055 1.8583
O -0.5224 3.6940 0.6129
N 0.1198 3.4911 2.8279
N -1.7308 2.5657 2.2317
H 0.8366 4.2085 2.6463
H 0.0474 3.1521 3.8114
H -2.4818 2.4544 1.4792
H -1.8205 2.1487 3.0868
C -3.9334 2.7538 -1.0098
O -3.5428 2.5321 0.3352
N -3.6414 1.7810 -1.8582
N -4.6636 3.7692 -1.4088
H -3.2582 0.8982 -1.6202
H -3.8398 1.8381 -2.9369
H -5.1597 4.4125 -0.6572
H -4.8209 4.1037 -2.4360
C -1.5145 -3.4131 -4.6043
O -0.4641 -3.3977 -5.4938
H -1.6331 -4.4028 -4.1939
H -2.3448 -2.9848 -5.0939
H -1.2989 -2.9047 -3.7027
H 0.0589 -4.1613 -5.1351
C 2.2079 -1.7675 -2.5433
O 1.7735 -2.2596 -3.7452
H 3.2524 -2.0055 -2.2839
H 1.5956 -2.2061 -1.7695
H 2.2121 -0.6657 -2.4507
H 1.8835 -3.2134 -3.8024
C 3.0295 1.2531 3.0167
O 1.7898 1.3218 3.6525
H 3.8126 1.3742 3.7651
H 3.0257 2.1082 2.3049
H 3.3680 0.3696 2.4783
H 1.4147 2.0693 3.2188
C 1.4854 1.4735 -3.8434
O 2.8287 1.7754 -4.0832
H 0.7411 2.1069 -4.3415
H 1.2808 1.6769 -2.8126
H 1.1889 0.4949 -4.0429
H 3.2550 1.7053 -3.1994
C -1.2144 -0.3097 -3.2993
O -2.3155 -0.7356 -2.5525
H -1.1478 -0.8314 -4.2467
H -0.2439 -0.5458 -2.8027
H -1.2441 0.7581 -3.5447
H -3.0480 -0.7909 -3.1401
C 3.1300 -2.8946 1.4355
O 2.7777 -3.7734 0.3390
H 3.6727 -1.9717 1.2084
H 3.7530 -3.6259 1.9538
H 2.2576 -2.5956 1.9760
H 2.0168 -4.3264 0.5323
C -1.4430 4.1851 -2.7602
O -1.1847 2.9359 -2.2094
H -2.1369 3.9595 -3.5243
H -0.5364 4.2678 -3.3747
H -1.6650 4.8737 -2.0220
H -2.0740 2.4942 -2.1861
*
```


A single C3H5NO molecule, computed with ωB97M-V/def2-TZVPD.

Summary:
E_tot = -247.17168 hartree
frontier orbital gap (spin up / spin down) = 0.3151 / 0.3023 Eh
largest force on an atom = 0.99 eV/A
HOMO energy (spin up / spin down) = -7.693 / -7.515 eV

Structure (ORCA input):
```
! RIJCOSX wB97M-V def2-TZVPD def2/J DEFGRID3
* xyz 0 1
C -0.7753 -0.7582 -0.3560
C -0.7308 0.6274 0.1908
N 0.6364 0.5900 0.7472
C 1.2914 -0.0748 -0.3034
O 0.4640 -0.9474 -0.8384
H 0.5168 -0.1618 1.4662
H -1.5568 -1.2731 -0.8917
H -0.7411 1.3836 -0.6255
H -1.4552 0.9028 0.9568
H 2.3504 -0.2886 -0.3462
*
```


A molecular structure, C31H42N2O2RbS5, computed with ωB97M-V/def2-TZVPD.

Summary:
E_tot = -3481.29715 hartree
frontier orbital gap = 0.3039 Eh
largest force on an atom = 1.96 eV/A
HOMO energy = -10.016 eV

Structure (ORCA input):
```
! RIJCOSX wB97M-V def2-TZVPD def2/J DEFGRID3
* xyz 1 1
Rb -1.4162 -0.2772 -0.5887
C -4.0232 -3.0177 -2.4256
C -2.9382 -3.6007 -3.3301
S -1.2650 -3.0119 -2.9376
C -0.6552 -2.5012 -4.5629
C -1.4446 -1.4125 -5.2878
S -1.7176 0.0815 -4.2958
C -3.4913 0.3521 -4.5451
C -4.4267 -0.7549 -4.0557
S -4.1430 -1.2150 -2.3290
H -3.8503 -3.3159 -1.3895
H -4.9923 -3.4256 -2.7152
H -3.1403 -3.3805 -4.3771
H -2.9528 -4.6856 -3.2286
H -0.5755 -3.3776 -5.2064
H 0.3621 -2.1598 -4.3611
H -2.4189 -1.7856 -5.5989
H -0.9063 -1.1346 -6.1932
H -3.6732 0.5438 -5.6028
H -3.6976 1.2818 -4.0127
H -4.3295 -1.6493 -4.6688
H -5.4561 -0.4126 -4.1567
O -0.7735 1.8024 0.3864
S 0.1227 2.9763 0.6826
C -0.6647 3.8428 2.0651
C -0.7210 3.1320 3.4154
C -1.2072 1.6787 3.4231
C -2.6707 1.5046 3.0383
S -3.2580 -0.2159 2.7835
O -3.0001 -0.5323 1.3348
C -1.9933 -1.0866 3.6914
C -2.1067 -1.2090 5.0682
C -1.0984 -1.8477 5.7755
C 0.0024 -2.3626 5.1023
C 0.0902 -2.2523 3.7199
C -0.9132 -1.6155 3.0034
C 1.5657 2.3357 1.5169
C 2.4749 3.2272 2.0748
C 3.5980 2.7342 2.7195
C 3.8110 1.3621 2.7935
C 2.9126 0.4850 2.2026
C 1.7843 0.9671 1.5518
H -1.6583 4.0467 1.6571
H -0.1490 4.8028 2.1475
H -1.3594 3.7380 4.0660
H 0.2740 3.1495 3.8624
H -1.0472 1.2845 4.4272
H -0.5858 1.0853 2.7551
H -2.8885 1.9382 2.0594
H -3.3455 1.9456 3.7754
H -2.9730 -0.8103 5.5854
H -1.1749 -1.9494 6.8503
H 0.7867 -2.8611 5.6575
H 0.9455 -2.6624 3.1957
H -0.8690 -1.5441 1.9226
H 2.3143 4.2977 2.0037
H 4.3094 3.4202 3.1605
H 4.6881 0.9802 3.2997
H 3.0940 -0.5824 2.2375
H 1.1132 0.2851 1.0447
N 1.0182 1.5136 -2.1982
C 2.1455 2.3566 -2.1904
C 1.9960 3.7413 -2.2376
C 3.1050 4.5686 -2.1392
C 4.3777 4.0337 -1.9897
C 4.5263 2.6539 -1.9439
C 3.4230 1.8205 -2.0427
H 0.2080 1.9082 -2.6537
H 1.2052 0.5849 -2.5476
H 1.0053 4.1684 -2.3521
H 2.9720 5.6423 -2.1867
H 5.2409 4.6817 -1.9166
H 5.5118 2.2192 -1.8323
H 3.5474 0.7432 -1.9971
C 3.2574 -4.5409 -0.3552
C 1.9647 -4.3235 0.4394
C 1.3012 -3.0647 0.0762
N 0.7597 -2.1027 -0.2419
H 3.7604 -5.4352 0.0057
H 3.9330 -3.6950 -0.2402
H 3.0425 -4.6693 -1.4144
H 2.1649 -4.3042 1.5109
H 1.2563 -5.1318 0.2601
*
```